# 1
DFT (ωB97M-V with the def2-TZVPD basis set) results for a molecular structure, C12H28BiClO3P2 at a distorted geometry.

Calculated values
* LUMO: -8.6 eV
* E: -55964.6157 eV
* relative energy (zero: lowest compared OMol25 entry of this formula, charge and spin): 0.00 kcal/mol
* E_HOMO: -15.52 eV

The geometry in ORCA input format:
```
! RIJCOSX wB97M-V def2-TZVPD def2/J DEFGRID3
* xyz 2 1
C 0.326 -0.020 -5.772
C 0.513 0.343 -4.318
H 1.235 0.096 -6.348
H -0.444 0.668 -6.159
H -0.071 -1.034 -5.847
O 1.521 0.679 -3.746
Cl -1.074 0.209 -3.507
Bi 0.433 0.015 0.671
P -0.096 2.668 -0.137
C 1.343 3.739 0.263
C -0.534 3.349 -1.766
H -0.606 4.445 -1.708
H -1.441 4.470 0.797
H -1.490 2.935 -2.104
H -2.382 2.962 0.608
H 2.219 3.394 -0.310
H 0.235 3.073 -2.496
C -1.411 3.377 0.910
H 1.126 4.784 -0.014
H -1.234 3.123 1.962
H 1.575 3.688 1.337
P 0.071 -2.543 -0.285
C 1.498 -3.598 0.155
C -1.316 -3.389 0.537
H -1.153 -2.640 -2.388
H -0.174 -4.125 -2.122
H 0.606 -2.599 -2.651
C -0.191 -3.027 -2.027
H -2.261 -2.880 0.313
H -1.383 -4.428 0.188
H 1.303 -4.640 -0.138
H 1.676 -3.560 1.238
H -1.164 -3.377 1.620
H 2.399 -3.245 -0.364
C 3.293 0.048 0.341
O 4.372 0.068 -0.023
C 0.169 0.742 3.925
C -0.560 -0.500 3.422
C -1.580 -1.101 4.404
O -1.156 -0.234 2.143
H -0.501 1.618 3.918
H 1.044 0.972 3.285
H 0.530 0.549 4.947
H 0.181 -1.317 3.271
H -2.424 -0.421 4.580
H -1.964 -2.057 4.035
H -1.061 -1.277 5.360
*
```

=====

# 2
DFT (ωB97M-V with the def2-TZVPD basis set) results for a molecular structure, C12H28BiClO3P2 at a distorted geometry.

Calculated values
* LUMO (spin up / spin down): -9.0 / -9.0 eV
* E: -55963.9839 eV
* relative energy (zero: lowest compared OMol25 entry of this formula, charge and spin): 14.57 kcal/mol
* E_HOMO (spin up / spin down): -14.84 / -14.84 eV

The geometry in ORCA input format:
```
! RIJCOSX wB97M-V def2-TZVPD def2/J DEFGRID3
* xyz 2 1
C 0.369 -0.007 -6.071
C 0.210 0.305 -4.611
H 1.421 0.159 -6.315
H -0.301 0.618 -6.679
H 0.144 -1.071 -6.246
O 1.096 0.538 -3.788
Cl -1.474 0.306 -4.217
Bi 0.409 -0.042 0.379
P -0.067 2.672 -0.036
C 1.357 3.769 0.323
C -0.502 3.208 -1.726
H -0.522 4.311 -1.713
H -1.382 4.468 0.864
H -1.498 2.828 -1.991
H -2.354 2.978 0.636
H 2.240 3.422 -0.234
H 0.233 2.854 -2.466
C -1.397 3.379 0.986
H 1.067 4.775 -0.017
H -1.265 3.121 2.045
H 1.569 3.775 1.403
P 0.102 -2.569 -0.204
C 1.520 -3.637 0.194
C -1.310 -3.365 0.613
H -1.156 -2.489 -2.283
H -0.129 -3.967 -2.110
H 0.621 -2.394 -2.594
C -0.164 -2.870 -1.979
H -2.222 -2.833 0.321
H -1.354 -4.406 0.268
H 1.265 -4.639 -0.183
H 1.676 -3.668 1.280
H -1.211 -3.335 1.706
H 2.419 -3.260 -0.312
C 3.288 0.029 0.152
O 4.406 0.088 -0.066
C 0.151 0.717 4.134
C -0.418 -0.560 3.527
C -1.600 -1.043 4.386
O -0.767 -0.434 2.170
H -0.627 1.491 4.130
H 1.037 1.055 3.588
H 0.430 0.535 5.180
H 0.357 -1.340 3.656
H -2.385 -0.279 4.447
H -2.044 -1.988 4.044
H -1.238 -1.206 5.412
*
```

=====

# 3
DFT (ωB97M-V with the def2-TZVPD basis set) results for 9 unconnected molecules or ions with the total composition C12H28Cl2FN7O17 at a distorted geometry.

Calculated values
* LUMO: -0.2 eV
* E: -85877.2554 eV
* structure (SMILES): O=C1OC[C@@H](F)O1.C[N+](=O)[O-].C[N+](=O)[O-].C[N+](=O)[O-].C[N+](=O)[O-].C[N+](=O)[O-].C[N+](=O)[O-].C[N+](=O)[O-].ClCCCl
* E_HOMO: -10.27 eV

The geometry in ORCA input format:
```
! RIJCOSX wB97M-V def2-TZVPD def2/J DEFGRID3
* xyz 0 1
C -5.345 21.656 -8.486
N -6.793 21.786 -8.619
O -7.335 22.086 -9.636
O -7.396 21.618 -7.550
H -4.881 22.159 -7.638
H -4.920 22.032 -9.417
H -4.978 20.669 -8.207
C -0.752 20.421 -11.273
N -2.230 20.689 -10.983
O -3.047 20.351 -11.879
O -2.637 21.112 -9.916
H -0.656 19.344 -11.409
H -0.163 20.804 -10.440
H -0.521 21.021 -12.153
C -8.912 24.926 -17.639
N -7.851 23.942 -17.272
O -7.691 22.997 -18.076
O -7.187 24.175 -16.267
H -8.639 25.554 -18.488
H -9.344 25.468 -16.798
H -9.748 24.347 -18.032
C -0.083 21.737 -17.135
N -0.880 21.903 -15.856
O -2.042 22.119 -16.139
O -0.380 21.817 -14.735
H -0.234 20.724 -17.508
H 0.995 21.800 -16.991
H -0.416 22.586 -17.733
C -9.127 23.796 -12.753
N -8.225 24.747 -13.571
O -7.003 24.774 -13.325
O -8.809 25.525 -14.295
H -10.178 24.075 -12.678
H -8.494 23.489 -11.920
H -9.080 22.928 -13.411
C -8.346 20.033 -15.392
N -7.613 18.852 -15.936
O -8.173 17.770 -16.051
O -6.492 19.142 -16.371
H -7.807 20.278 -14.477
H -9.325 19.677 -15.071
H -8.430 20.806 -16.156
C -3.414 19.155 -14.790
N -3.012 17.815 -14.281
O -3.878 16.917 -14.456
O -2.000 17.678 -13.632
H -3.827 19.059 -15.794
H -2.648 19.930 -14.804
H -4.246 19.494 -14.173
C -2.086 25.175 -8.752
C -2.513 26.495 -9.303
O -3.897 26.294 -9.574
C -4.267 25.017 -9.414
O -5.482 24.614 -9.445
O -3.161 24.298 -9.123
F -1.760 26.569 -10.436
H -2.160 25.124 -7.666
H -1.105 24.765 -8.993
H -2.387 27.394 -8.700
Cl -2.982 24.192 -12.837
C -4.284 23.236 -12.444
C -4.739 22.314 -13.608
Cl -5.968 21.141 -12.948
H -5.028 23.913 -12.024
H -4.009 22.617 -11.590
H -3.881 21.830 -14.074
H -5.291 22.926 -14.321
*
```

=====

# 4
DFT (ωB97M-V with the def2-TZVPD basis set) results for 5 unconnected molecules or ions with the total composition C12H28ClN4O4 at a distorted geometry.

Calculated values
* LUMO (spin up / spin down): 0.0 / -5.9 eV
* E: -39570.1023 eV
* relative energy (zero: lowest compared OMol25 entry of this formula, charge and spin): 0.00 kcal/mol
* E_HOMO (spin up / spin down): -9.84 / -9.82 eV

The geometry in ORCA input format:
```
! RIJCOSX wB97M-V def2-TZVPD def2/J DEFGRID3
* xyz 0 2
Cl -0.011 -1.919 -0.035
C 5.428 2.417 1.929
C 4.504 1.177 1.939
O 5.082 0.123 1.817
N 3.221 1.336 2.108
C 2.298 0.258 1.993
H 5.427 3.009 1.014
H 6.484 2.201 2.095
H 5.071 3.086 2.711
H 2.869 2.270 2.266
H 2.825 -0.630 2.341
H 1.923 0.083 0.985
H 1.445 0.369 2.663
C -1.544 -2.779 -3.762
C -0.274 -2.254 -4.374
O 0.000 -2.411 -5.553
N 0.474 -1.530 -3.570
C 1.626 -0.707 -3.960
H -1.820 -3.690 -4.292
H -2.308 -2.045 -4.020
H -1.384 -2.937 -2.696
H 0.369 -1.672 -2.575
H 2.282 -0.677 -3.090
H 1.323 0.314 -4.192
H 2.170 -1.229 -4.747
C -3.637 -0.419 1.460
C -2.997 -0.270 2.791
O -3.643 0.171 3.714
N -1.744 -0.753 2.874
C -0.974 -0.878 4.073
H -3.697 0.556 0.975
H -4.581 -0.953 1.565
H -2.989 -1.015 0.818
H -1.225 -1.128 2.093
H -1.509 -0.506 4.947
H -0.065 -0.290 3.942
H -0.656 -1.905 4.252
C -2.392 0.259 -2.249
C -2.045 1.485 -1.437
O -2.508 2.593 -1.731
N -1.310 1.216 -0.370
C -0.880 2.211 0.589
H -2.755 -0.570 -1.641
H -1.524 -0.102 -2.801
H -3.147 0.455 -3.010
H -0.858 0.313 -0.333
H -1.427 1.985 1.503
H -1.116 3.222 0.256
H 0.200 2.161 0.729
*
```

=====

# 5
DFT (ωB97M-V with the def2-TZVPD basis set) results for a molecular structure, C12H28FeN4O8P at a distorted geometry.

Calculated values
* LUMO (spin up / spin down): 2.7 / 1.4 eV
* E: -78914.0504 eV
* relative energy (zero: lowest compared OMol25 entry of this formula, charge and spin): 0.00 kcal/mol
* E_HOMO (spin up / spin down): -0.73 / -5.10 eV

The geometry in ORCA input format:
```
! RIJCOSX wB97M-V def2-TZVPD def2/J DEFGRID3
* xyz -1 9
Fe 0.748 1.197 0.560
P 2.742 1.720 2.170
O 2.584 1.733 0.614
O 3.457 2.921 2.768
O 3.677 0.672 2.730
O 1.221 1.545 2.483
C 1.013 1.402 -2.570
O 0.553 1.104 -1.377
N 0.856 0.543 -3.679
C 1.224 0.964 -4.983
C 0.327 -0.765 -3.526
H 1.585 2.299 -2.794
H 1.347 2.048 -5.012
H 0.367 0.734 -5.643
H 2.128 0.476 -5.375
H -0.133 -0.846 -2.543
H -0.437 -0.913 -4.312
H 1.060 -1.582 -3.679
C 2.328 -1.505 0.728
O 1.552 -0.782 0.145
N 2.537 -2.780 0.406
C 3.438 -3.590 1.158
C 1.771 -3.424 -0.667
H 2.918 -1.120 1.573
H 4.409 -3.666 0.655
H 3.022 -4.577 1.349
H 3.674 -3.119 2.114
H 1.003 -4.080 -0.251
H 1.434 -2.721 -1.417
H 2.460 -4.112 -1.182
C -1.524 3.496 0.082
O -0.523 2.838 0.173
N -2.431 3.650 1.070
C -2.258 3.038 2.352
C -3.538 4.543 0.931
H -1.791 3.998 -0.855
H -3.128 2.484 2.702
H -2.081 3.804 3.126
H -1.356 2.433 2.363
H -3.525 5.293 1.725
H -3.586 5.036 -0.040
H -4.495 4.009 0.998
C -2.015 -0.537 0.766
O -1.057 0.298 1.100
N -2.033 -1.868 1.195
C -3.169 -2.684 0.956
C -0.978 -2.508 1.861
H -2.927 -0.242 0.244
H -3.510 -3.128 1.902
H -2.929 -3.532 0.290
H -4.003 -2.141 0.519
H -0.174 -1.814 2.096
H -1.302 -2.958 2.806
H -0.537 -3.284 1.197
*
```

=====

# 6
DFT (ωB97M-V with the def2-TZVPD basis set) results for a molecular structure, C12H28INO6PSSi2 at a distorted geometry.

Calculated values
* LUMO: 1.7 eV
* E: -70657.6790 eV
* relative energy (zero: lowest compared OMol25 entry of this formula, charge and spin): 12.25 kcal/mol
* E_HOMO: -4.01 eV

The geometry in ORCA input format:
```
! RIJCOSX wB97M-V def2-TZVPD def2/J DEFGRID3
* xyz -1 1
C 6.036 0.087 1.598
C 6.355 0.254 0.117
C 5.256 0.896 -0.717
O 4.493 -0.111 -1.364
C 3.606 0.402 -2.333
Si 1.748 0.263 -1.984
I 0.721 2.295 -2.940
O 1.152 -0.992 -2.880
Si 0.525 -2.433 -2.273
C 1.629 -3.236 -0.975
N 0.894 -3.661 0.219
C -1.273 -2.276 -1.729
C -1.980 -1.026 -2.264
O -3.086 -0.651 -1.453
C -2.881 0.478 -0.686
O -2.797 1.579 -1.199
C -2.824 0.264 0.792
C -4.083 0.831 1.490
P 1.148 0.327 0.195
S 2.505 -0.258 1.488
H 6.957 0.048 2.173
H 5.524 -0.853 1.769
H 5.453 0.917 1.978
H 6.638 -0.685 -0.349
H 7.222 0.907 0.031
H 5.714 1.559 -1.450
H 4.586 1.449 -0.057
H 3.761 -0.124 -3.277
H 3.808 1.451 -2.549
H 0.508 -3.351 -3.434
H 2.023 -4.142 -1.433
H 2.512 -2.628 -0.744
H 0.360 -2.910 0.621
H 1.534 -4.002 0.917
H -1.782 -3.135 -2.157
H -1.399 -2.371 -0.655
H -1.313 -0.185 -2.438
H -2.397 -1.279 -3.233
H -1.957 0.786 1.186
H -2.720 -0.785 1.055
H -4.220 0.334 2.441
H -3.929 1.877 1.719
H -4.967 0.711 0.882
H -0.074 -0.345 0.392
H 0.836 1.680 0.405
C -7.279 3.777 3.186
C -6.897 2.302 3.472
O -6.457 2.051 4.615
O -7.066 1.513 2.513
H -7.105 4.408 4.059
H -6.686 4.156 2.350
H -8.334 3.838 2.909
*
```

=====

# 7
DFT (ωB97M-V with the def2-TZVPD basis set) results for a molecular structure, C12H28N4O4Rb at a distorted geometry.

Calculated values
* LUMO: -2.6 eV
* E: -27701.1308 eV
* relative energy (zero: lowest compared OMol25 entry of this formula, charge and spin): 40.90 kcal/mol
* E_HOMO: -11.30 eV

The geometry in ORCA input format:
```
! RIJCOSX wB97M-V def2-TZVPD def2/J DEFGRID3
* xyz 1 1
Rb -25.279 4.611 -3.676
C -22.337 7.432 -5.179
C -22.937 6.161 -5.823
O -24.144 5.979 -5.930
N -22.069 5.242 -6.279
C -22.454 3.916 -6.837
H -23.054 8.000 -4.586
H -21.847 8.074 -5.910
H -21.547 7.113 -4.500
H -21.099 5.485 -6.416
H -22.735 3.251 -6.020
H -21.597 3.580 -7.421
H -23.253 4.107 -7.553
C -21.143 2.732 -2.982
C -21.624 4.133 -2.524
O -22.734 4.535 -2.751
N -20.680 4.816 -1.857
C -20.837 6.203 -1.449
H -20.767 2.754 -4.005
H -21.983 2.052 -2.837
H -20.332 2.373 -2.349
H -19.713 4.530 -1.796
H -20.103 6.863 -1.910
H -20.781 6.283 -0.363
H -21.798 6.544 -1.834
C -23.986 4.208 0.913
C -25.121 3.897 -0.022
O -25.572 4.757 -0.737
N -25.639 2.654 0.116
C -26.760 2.135 -0.716
H -24.358 4.851 1.711
H -23.119 4.624 0.400
H -23.634 3.325 1.446
H -25.501 2.129 0.968
H -26.861 2.855 -1.528
H -27.630 2.122 -0.059
H -26.641 1.136 -1.134
C -25.815 8.164 0.964
C -24.427 8.667 0.526
O -23.843 9.484 1.258
N -23.903 8.167 -0.535
C -24.590 7.879 -1.798
H -26.579 8.868 0.634
H -25.840 8.154 2.054
H -25.993 7.218 0.452
H -22.971 8.495 -0.745
H -25.679 7.914 -1.767
H -24.279 6.865 -2.049
H -24.249 8.524 -2.608
*
```

=====

# 8
DFT (ωB97M-V with the def2-TZVPD basis set) results for a molecular structure, C12H28N5O5P2ReSbSe4 at a distorted geometry.

Calculated values
* LUMO (spin up / spin down): -0.8 / -1.5 eV
* E: -319220.8043 eV
* E_HOMO (spin up / spin down): -6.91 / -6.81 eV

The geometry in ORCA input format:
```
! RIJCOSX wB97M-V def2-TZVPD def2/J DEFGRID3
* xyz 0 2
Re -0.653 0.014 0.292
C 2.027 -4.291 -0.107
N 0.716 -3.677 0.129
C 0.321 -3.517 1.546
P -0.056 -2.857 -1.013
O -1.071 -1.868 -0.449
O 0.988 -2.121 -1.975
P 1.853 -0.736 -1.798
O 1.328 0.104 -0.675
N 1.705 0.033 -3.228
C 2.287 -0.547 -4.433
C 0.500 0.825 -3.475
N 3.365 -1.272 -1.589
C 4.338 -0.286 -1.086
C 3.971 -2.388 -2.298
N -0.878 -3.874 -1.985
C -0.321 -5.169 -2.359
C -1.693 -3.255 -3.036
H 2.012 -5.318 0.262
H 2.800 -3.725 0.409
H 2.251 -4.315 -1.172
H 0.878 -4.250 2.125
H -0.744 -3.705 1.667
H 0.574 -2.531 1.928
H 3.283 -0.931 -4.237
H 2.375 0.235 -5.186
H 1.669 -1.354 -4.845
H 0.227 1.347 -2.566
H -0.344 0.216 -3.806
H 0.729 1.565 -4.243
H 3.832 0.496 -0.526
H 4.898 0.154 -1.918
H 5.020 -0.784 -0.400
H 3.214 -3.024 -2.753
H 4.554 -2.985 -1.594
H 4.648 -2.037 -3.083
H 0.223 -5.604 -1.525
H 0.346 -5.090 -3.225
H -1.139 -5.842 -2.615
H -2.067 -2.287 -2.706
H -2.548 -3.898 -3.246
H -1.118 -3.121 -3.958
O -0.166 3.637 0.959
C -0.795 3.265 0.012
C -1.480 4.165 -1.016
C -2.253 3.218 -1.930
C -1.846 1.854 -1.430
O -2.140 0.746 -1.898
N -1.045 1.931 -0.356
H -0.702 4.720 -1.540
H -2.104 4.893 -0.500
H -2.003 3.316 -2.987
H -3.335 3.317 -1.840
Se 1.739 -0.904 5.234
Sb 2.462 0.174 3.055
Se -0.076 0.670 2.381
Se 3.513 -1.727 2.045
Se 3.616 2.226 3.225
*
```

=====

# 9
DFT (ωB97M-V with the def2-TZVPD basis set) results for 2 unconnected molecules or ions with the total composition C12H28N8O4 at a distorted geometry.

Calculated values
* LUMO: 0.4 eV
* E: -33006.2541 eV
* structure (SMILES): [H]/N=C(/N)NCCC[C@H](N)C(=O)O.[H]/N=C(\N)NCCC[C@H](N)C(=O)O
* E_HOMO: -8.87 eV

The geometry in ORCA input format:
```
! RIJCOSX wB97M-V def2-TZVPD def2/J DEFGRID3
* xyz 0 1
C 5.318 -0.096 -0.118
C 4.834 -1.167 -1.157
C 4.249 0.989 0.022
C 2.688 0.723 -0.048
C 2.135 0.108 1.243
C 0.155 -0.615 2.323
C -3.146 -2.016 -0.998
C -2.708 -3.477 -0.843
C -3.241 -1.441 0.395
C -3.848 0.018 0.424
C -2.980 0.981 -0.403
C -2.835 3.439 -0.754
H 6.446 0.985 -1.499
H 6.967 1.167 -0.224
H 5.578 -0.503 0.750
H 4.439 1.481 0.940
H 4.373 1.684 -0.657
H 2.282 0.193 -0.925
H 2.366 1.873 -0.145
H 2.324 0.773 2.017
H 2.657 -0.835 1.463
H 0.357 -0.439 0.259
H 1.772 -0.815 3.386
H -1.683 -0.085 2.223
H -1.599 -1.449 2.920
H 6.573 -0.972 -1.596
H -4.964 -2.537 -1.685
H -4.196 -1.635 -2.677
H -2.358 -1.488 -1.464
H -2.283 -1.382 0.698
H -3.784 -2.120 1.038
H -3.913 0.367 1.440
H -4.854 0.058 -0.006
H -1.918 0.943 -0.140
H -3.077 0.706 -1.436
H -4.485 2.436 -0.254
H -2.937 5.157 -1.631
H -1.126 4.447 -0.483
H -1.078 3.006 0.235
H -1.250 -4.399 -0.213
N 6.619 0.569 -0.742
N 0.706 -0.045 1.180
N 0.762 -1.031 3.387
N -1.277 -0.874 2.184
N -4.377 -1.766 -1.768
N -3.472 2.343 -0.197
N -3.523 4.297 -1.386
N -1.436 3.499 -0.566
O 3.669 -1.478 -1.350
O 5.891 -1.564 -1.840
O -3.336 -4.491 -1.045
O -1.478 -3.524 -0.276
*
```

=====

Q: E of number 4 (C12H28ClN4O4)?
A: -39570.1023 eV

=====

Q: What is the formula in the seventh record?
A: C12H28N4O4Rb

=====

Q: Among the records above, which one has the highest E?
A: C12H28N4O4Rb